The following is a DFT calculation (the ωB97M-V functional and the def2-TZVPD basis) of 2 unconnected molecules or ions with the total composition C4H12N2.

Element x y z (Å)
1 N -1.18 0.95 1.82
2 N 0.89 -0.73 -0.86
3 C -1.55 1.56 0.61
4 C 0.78 -1.39 -2.17
5 C -1.26 -0.34 2.00
6 C 2.06 0.08 -0.66
7 H -0.96 -0.78 2.95
8 H 0.09 -0.86 -2.85
9 H -0.81 2.33 0.32
10 H 0.30 -2.36 -2.04
11 H -2.53 2.08 0.65
12 H 0.00 -0.26 -0.75
13 H 2.95 -0.43 -1.04
14 H -1.58 -1.10 1.26
15 H -1.62 0.85 -0.25
16 H 2.07 1.07 -1.13
17 H 2.19 0.21 0.42
18 H 1.75 -1.49 -2.66

Summary:
Kohn-Sham gap (spin up / spin down): 2.562 / 7.540 eV
Net charge: -1
DFT total energy: -7319.7335 eV
Spin multiplicity: 2
Energy relative to the best compared isomer or geometry (same formula, charge and spin): 153.23 kJ/mol


The following is a DFT calculation (the ωB97M-V functional and the def2-TZVPD basis) of 2 unconnected molecules or ions with the total composition C4H12N2.

Element x y z (Å)
1 N -2.12 0.74 -0.83
2 N -0.55 1.96 -2.00
3 C -0.26 -1.72 1.58
4 C 0.88 -2.10 2.51
5 C -0.94 1.19 -0.94
6 C 0.87 2.02 -2.33
7 H 1.03 2.78 -3.10
8 H -2.26 0.33 0.09
9 H 1.25 1.07 -2.73
10 H 1.36 -3.03 2.20
11 H -1.06 -2.46 1.61
12 H 0.56 -2.21 3.54
13 H 0.09 -1.64 0.55
14 H -0.68 -0.75 1.84
15 H -0.12 0.98 -0.25
16 H 1.67 -1.34 2.49
17 H -1.18 1.88 -2.79
18 H 1.45 2.30 -1.45

Summary:
Kohn-Sham gap (spin up / spin down): 2.546 / 9.480 eV
Net charge: -1
DFT total energy: -7321.1188 eV
Spin multiplicity: 2
Energy relative to the best compared isomer or geometry (same formula, charge and spin): 19.56 kJ/mol


The following is a DFT calculation (the ωB97M-V functional and the def2-TZVPD basis) of 2 unconnected molecules or ions with the total composition C4H12N2.

Element x y z (Å)
1 N 0.40 -0.30 1.70
2 N 0.08 2.18 -0.27
3 C -0.70 1.40 -1.12
4 C -0.17 0.66 -2.09
5 C -0.28 -1.49 1.19
6 C 0.61 -2.32 0.31
7 H -0.45 2.60 0.47
8 H 1.56 -2.53 0.78
9 H -0.05 0.17 2.46
10 H 0.68 -1.87 -0.69
11 H -1.21 -1.21 0.67
12 H 0.14 -3.25 0.02
13 H -1.76 1.58 -0.98
14 H 0.68 0.34 0.98
15 H 0.96 2.56 -0.57
16 H 0.84 0.73 -2.36
17 H -0.57 -2.04 2.07
18 H -0.81 0.27 -2.87

Summary:
SMILES: C=CN.CCN
Kohn-Sham gap: 9.364 eV
DFT total energy: -7321.7021 eV
Energy relative to the best compared isomer or geometry (same formula, charge and spin): 128.01 kJ/mol


The following is a DFT calculation (the ωB97M-V functional and the def2-TZVPD basis) of 2 unconnected molecules or ions with the total composition C4H12N2.

Element x y z (Å)
1 N 0.60 0.82 -1.42
2 N -0.09 -0.19 1.50
3 C 0.80 -0.48 2.34
4 C -1.17 -1.13 1.30
5 C -0.62 1.58 -1.31
6 C 0.71 -0.46 -2.09
7 H -1.21 1.33 -0.42
8 H 1.13 -0.35 -3.09
9 H -0.42 2.65 -1.30
10 H -1.27 -1.30 0.23
11 H -1.26 1.34 -2.16
12 H -0.97 -2.10 1.78
13 H 1.11 0.77 -0.55
14 H 1.77 0.02 2.27
15 H 0.62 -1.20 3.15
16 H 1.34 -1.12 -1.50
17 H -2.13 -0.73 1.64
18 H -0.24 -0.99 -2.19

Summary:
SMILES: C=NC.CNC
Kohn-Sham gap: 8.929 eV
DFT total energy: -7321.0158 eV
Energy relative to the best compared isomer or geometry (same formula, charge and spin): 194.23 kJ/mol


Calculated maximum force in order - 1.48; 0.55; 2.08; 1.16 eV/Å